Record 1
Formula: C21H43N2O9
Source: OMol25
Level of theory: the ωB97M-V functional and the def2-TZVPD basis

Last column: Mulliken charge in e.
Atoms and positions in Å:
C 5.885727 -1.888788 1.422840  -1.065
C 6.086967 -0.937229 0.257200  0.063
O 5.904628 -1.587440 -0.996311  -0.457
C 4.541207 -1.696412 -1.358723  -0.122
C 4.170165 -0.625078 -2.374583  -0.509
O 2.843241 -0.845577 -2.819562  -0.378
C 1.940134 0.178247 -2.505344  -0.953
N 1.423534 0.132488 -1.126575  0.490
O 1.607578 -1.187508 -0.640851  -0.269
C 0.405626 -1.689390 -0.060760  -0.651
C -0.792076 -1.753632 -1.013065  0.638
C -1.566132 -0.422961 -1.073173  -1.261
C -1.763528 -2.890247 -0.627350  0.465
C -2.425966 -2.646102 0.741974  -1.396
C -1.148186 -4.287918 -0.712025  -1.810
C 2.105099 1.121245 -0.243749  0.526
N 1.533689 2.439750 -0.450040  -0.746
C 1.971257 0.677658 1.241998  -0.053
O 0.854044 0.887207 1.760374  -0.827
O 2.999724 0.152065 1.745844  -0.691
H 6.516421 -2.772503 1.294039  0.344
H 4.843890 -2.207805 1.479151  0.172
H 6.141855 -1.404414 2.367209  0.371
H 7.104052 -0.536780 0.244628  0.379
H 5.394750 -0.090651 0.346143  0.074
H 3.883936 -1.582560 -0.491716  0.065
H 4.342692 -2.685550 -1.782302  0.326
H 4.866334 -0.631880 -3.221236  0.386
H 4.252191 0.350184 -1.884875  0.180
H 1.119222 0.113913 -3.224451  0.235
H 2.430262 1.153860 -2.622382  0.536
H 0.700981 -2.689856 0.261956  -0.035
H 0.160298 -1.111461 0.833094  0.340
H -0.409004 -1.977164 -2.017386  0.273
H -1.534343 0.071438 -0.098665  0.164
H -2.603738 -0.585179 -1.369469  0.425
H -1.089822 0.259108 -1.775785  0.259
H -2.551261 -2.851835 -1.390884  0.452
H -2.657422 -3.587412 1.245078  0.432
H -1.786560 -2.060185 1.406041  0.246
H -3.352970 -2.078650 0.635202  0.292
H -0.791298 -4.497929 -1.724187  0.378
H -0.325056 -4.430237 -0.010501  0.337
H -1.904341 -5.042830 -0.473930  0.498
H 3.175342 1.189627 -0.471127  0.224
H 0.522648 2.354666 -0.461382  0.335
H 1.834708 2.825349 -1.337422  0.306
O -0.968788 1.847672 8.757745  -0.601
C -0.584794 2.130548 7.649261  0.719
O -0.934444 1.353297 6.620972  -0.362
C -0.653203 1.710353 5.244026  -0.544
C 0.737126 1.348584 4.792310  -0.386
C 0.333298 3.311576 7.419042  -0.864
H -0.872486 2.768795 5.095336  0.351
H -1.392677 1.149942 4.675449  0.317
H 1.498420 1.886280 5.362817  0.252
H 0.848798 1.574492 3.728708  -0.010
H 0.916487 0.280893 4.914577  0.296
H 1.357293 2.978296 7.586400  0.233
H 0.091076 4.071660 8.157484  0.303
H 0.273302 3.741607 6.424215  0.316
O -4.128806 1.415577 -2.062484  -0.486
C -4.829670 1.446626 -3.030914  0.876
O -4.539012 0.616109 -4.063087  -0.372
C -5.389397 0.465709 -5.199694  -0.447
C -5.131532 1.522353 -6.254295  -0.960
C -5.978488 2.422447 -3.161742  -1.179
H -6.437675 0.439108 -4.897655  0.371
H -5.144746 -0.521702 -5.588863  0.321
H -5.358813 2.522529 -5.884880  0.268
H -5.747567 1.334209 -7.134684  0.354
H -4.083299 1.503044 -6.551595  0.302
H -5.579501 3.365655 -3.535374  0.283
H -6.380967 2.592112 -2.166851  0.323
H -6.780431 2.098590 -3.819186  0.334

Forces on atoms 1 to 6 (eV/Å):
0.0 -0.1 -0.1
-0.1 0.2 0.1
0.1 0.0 -0.1
-0.3 0.0 0.1
0.1 -0.1 0.4
0.1 0.3 -0.6

Properties
charge: -1
M: 467.6 g/mol
E_LUMO: 2.00 eV
2S+1: 1
calculated total energy: -1612.61885 a.u.
orbital gap: 6.871 eV



Record 2
Formula: C3H9NO
Source: OMol25
Level of theory: the ωB97M-V functional and the def2-TZVPD basis

Last column: Mulliken charge in e.
Atoms and positions in Å:
C -2.737896 0.286058 0.175362  -0.159
N -3.919178 0.593989 -0.178880  -0.415
H -1.959053 -0.011412 -0.637000  0.167
H -2.522853 0.151317 1.296925  0.196
H -4.396637 0.820013 0.724188  0.282
H 1.292683 0.861129 -1.254502  0.447
C 2.283264 -0.455950 -0.480802  -0.207
O 1.867309 0.905012 -0.441958  -0.144
C 1.965195 -1.099703 0.856276  -0.828
H 3.398452 -0.696432 -0.562857  0.295
H 1.915197 -0.886800 -1.428359  0.390
H 2.468240 -0.647216 1.668178  0.359
H 2.445593 -2.056187 0.703586  0.326
H 0.790771 -1.314860 0.972646  0.289

Forces on atoms 1 to 6 (eV/Å):
0.1 -0.9 -0.1
1.0 0.4 1.4
-1.2 0.5 1.5
0.4 0.3 -1.7
-0.3 -0.2 -1.1
0.2 1.4 0.6

Properties
charge: +1
<S²>: 0.755
M: 75.1 g/mol
E_LUMO (alpha / beta): -4.07 / -10.56 eV
2S+1: 2
calculated total energy: -249.22755 a.u.
orbital gap (alpha / beta): 9.534 / 2.579 eV



Record 3
Formula: C2H12N2O3
Source: OMol25
Level of theory: the ωB97M-V functional and the def2-TZVPD basis

Last column: Mulliken charge in e.
Atoms and positions in Å:
C 1.625348 0.872896 2.634774  -0.690
N 1.974191 1.456824 1.327403  -0.537
C 1.322328 0.826659 0.306725  0.245
N 0.552189 1.583630 -0.586600  -0.443
H 0.794019 1.430784 3.116050  0.248
H 1.266159 -0.147583 2.600256  0.268
H 2.407679 0.959687 3.393097  0.243
H 0.974851 -0.253702 0.489942  0.231
H 0.412722 2.532361 -0.408744  0.233
H -0.108435 1.077931 -1.165235  0.197
O -3.618419 -0.957033 -0.082226  -0.635
H -4.294162 -0.240392 0.228271  0.327
H -3.122209 -1.215045 0.738912  0.324
O 3.031477 -2.527475 -1.688302  -0.639
H 3.023745 -1.686961 -2.127841  0.318
H 2.866914 -2.329968 -0.720542  0.325
O -3.252285 -0.459031 -3.004217  -0.620
H -3.126785 -1.146080 -2.356601  0.312
H -2.729330 0.222495 -2.695124  0.292

Forces on atoms 1 to 6 (eV/Å):
0.5 0.4 0.3
-2.6 -1.7 -2.9
-1.0 2.3 4.5
1.6 -3.3 -0.3
0.2 0.0 -0.7
0.1 -0.6 -0.2

Properties
M: 112.1 g/mol
E_LUMO: 0.09 eV
2S+1: 1
SMILES: C/N=C/N.O.O.O
calculated total energy: -418.54932 a.u.
orbital gap: 8.737 eV



Record 4
Formula: C6H41NO13S
Source: OMol25
Level of theory: the ωB97M-V functional and the def2-TZVPD basis

Last column: Mulliken charge in e.
Atoms and positions in Å:
C 0.011608 1.419741 1.581476  -0.444
C 0.348481 2.748991 0.931534  -0.467
S -0.245579 4.241261 1.847354  -0.230
C -0.079810 0.234056 0.594276  -0.245
N -1.421717 -0.405975 0.651946  0.770
C -3.082163 -2.194742 0.662566  -1.403
C -1.579667 -1.807154 0.386329  0.338
C -1.135436 -2.351631 -0.987228  -1.867
H 0.849315 1.076446 2.217238  0.286
H -0.813908 1.387535 2.301588  0.511
H -0.187744 2.909037 -0.015323  -0.185
H 1.410260 2.829344 0.713026  0.306
H -1.557037 3.861975 1.740054  0.128
H 0.206256 0.544297 -0.422112  -0.035
H 0.659469 -0.543059 0.866716  -0.023
H -1.923803 0.130231 -0.052890  0.470
H -3.442135 -2.026282 1.665640  0.305
H -3.651652 -1.652517 -0.090349  0.252
H -3.197277 -3.282409 0.491523  0.443
H -0.948778 -2.409460 1.050087  0.230
H -1.174044 -3.422470 -0.884479  0.471
H -0.191565 -1.988276 -1.382213  0.406
H -1.694582 -2.188816 -1.901036  0.338
H -1.871673 2.236124 -1.793854  0.386
H -2.476722 2.109967 -0.393300  0.265
O -2.478411 1.667642 -1.248648  -0.652
H 2.227524 -3.342990 -0.560731  0.405
H 3.090948 -4.029730 0.480535  0.309
O 2.175715 -3.947288 0.199338  -0.731
H 1.863863 -2.711578 3.556853  0.281
H 2.197399 -3.208242 2.069034  0.252
O 2.036335 -2.441472 2.642924  -0.538
H -2.045668 0.193825 -3.843356  0.343
H -1.142812 -0.243907 -2.702561  0.272
O -1.128022 0.255775 -3.526171  -0.717
H 2.855447 0.853602 0.247970  0.449
H 3.068990 2.177706 -0.576291  0.278
O 3.414573 1.276063 -0.422493  -0.683
H -2.956576 0.950256 1.474085  0.204
H -4.049037 1.720991 2.147176  0.305
O -3.381498 1.830681 1.462676  -0.676
H -3.603649 1.056381 -2.333735  0.428
H -4.504336 -0.225212 -2.507093  0.286
O -4.134066 0.523485 -2.973842  -0.679
H -1.003908 -1.346818 3.316859  0.293
H 0.340193 -0.881856 3.873256  0.325
O -0.433777 -1.415112 4.090900  -0.679
H 3.932960 -0.058817 2.275334  0.257
H 2.705969 -1.064852 2.172198  0.427
O 3.059429 -0.178406 1.887899  -0.748
H 1.275125 2.612852 -1.805683  0.322
H 1.407214 4.069891 -1.770195  0.338
O 1.950816 3.278392 -1.616357  -0.690
H 2.849318 -1.429514 -1.802029  0.304
H 4.024989 -1.997424 -1.125347  0.458
O 3.315853 -2.273749 -1.768438  -0.779
H 5.011523 0.065197 -0.808624  0.359
H 4.457378 -0.585374 0.417799  0.435
O 4.935481 -0.802934 -0.390060  -0.744
H -0.847876 2.121677 -3.437617  0.424
H -2.075450 3.071981 -3.660702  0.292
O -1.222052 3.002661 -3.213435  -0.738

Forces on atoms 1 to 6 (eV/Å):
1.2 -1.3 0.7
-1.1 0.6 0.0
-0.2 -0.6 0.1
-0.1 -1.2 0.4
0.3 1.6 -0.3
1.4 -0.7 -1.1

Properties
M: 367.5 g/mol
E_LUMO: 0.12 eV
2S+1: 1
calculated total energy: -1684.25744 a.u.
orbital gap: 9.209 eV